1.
{"formula": "C22H32N2O4", "method": "ωB97M-V/def2-TZVPD", "species": ["C", "C", "O", "C", "O", "C", "C", "C", "C", "C", "C", "C", "O", "C", "C", "N", "C", "O", "N", "C", "C", "C", "C", "C", "C", "C", "C", "C", "H", "H", "H", "H", "H", "H", "H", "H", "H", "H", "H", "H", "H", "H", "H", "H", "H", "H", "H", "H", "H", "H", "H", "H", "H", "H", "H", "H", "H", "H", "H", "H"], "positions_angstrom": [[-0.899, 0.850, -3.990], [-1.160, 0.540, -2.527], [0.048, 0.052, -1.936], [0.265, 0.307, -0.655], [-0.436, 1.021, 0.021], [1.558, -0.342, -0.153], [2.682, 0.590, -0.644], [4.071, 0.319, -0.060], [5.168, 0.910, -0.957], [6.536, 0.709, -0.310], [6.516, 1.292, 1.101], [5.349, 0.682, 1.876], [4.118, 0.901, 1.230], [1.690, -1.758, -0.731], [0.789, -2.720, 0.066], [-0.275, -2.021, 0.751], [-1.500, -1.946, 0.134], [-1.690, -2.403, -0.981], [-2.506, -1.396, 0.867], [-3.855, -1.326, 0.360], [-4.478, 0.035, 0.527], [-3.702, 1.187, 0.524], [-4.296, 2.429, 0.669], [-5.668, 2.536, 0.815], [-6.447, 1.392, 0.817], [-5.855, 0.150, 0.676], [0.192, -1.140, 1.801], [1.496, -0.438, 1.374], [-1.819, 1.191, -4.457], [-0.551, -0.043, -4.502], [-0.143, 1.625, -4.086], [-1.912, -0.248, -2.421], [-1.490, 1.430, -1.981], [2.425, 1.618, -0.378], [2.732, 0.515, -1.732], [4.252, -0.766, 0.032], [5.135, 0.432, -1.936], [4.976, 1.978, -1.084], [7.313, 1.187, -0.910], [6.760, -0.360, -0.258], [7.451, 1.087, 1.622], [6.377, 2.374, 1.047], [5.249, 1.139, 2.863], [5.518, -0.401, 2.002], [1.397, -1.748, -1.779], [2.726, -2.093, -0.670], [1.371, -3.249, 0.828], [0.329, -3.451, -0.599], [-2.363, -1.132, 1.826], [-4.484, -2.081, 0.852], [-3.793, -1.587, -0.703], [-2.632, 1.113, 0.409], [-3.680, 3.317, 0.667], [-6.129, 3.506, 0.930], [-7.519, 1.466, 0.932], [-6.467, -0.742, 0.681], [0.360, -1.719, 2.720], [-0.560, -0.378, 2.000], [1.537, 0.558, 1.810], [2.364, -0.994, 1.725]], "mulliken_charge": [-1.48, 0.02, -0.18, -0.20, -0.68, 2.65, -2.22, 0.03, -0.89, -0.79, -0.66, -0.52, -0.37, -0.67, -1.15, 0.12, 0.56, -0.70, -0.01, -0.99, 0.46, 0.13, -0.85, -0.43, -0.55, -0.74, -1.08, -1.11, 0.44, 0.33, 0.32, 0.12, 0.35, 0.69, 0.31, 0.47, 0.38, 0.33, 0.37, 0.32, 0.36, 0.30, 0.37, 0.33, 0.39, 0.41, 0.33, 0.52, 0.27, 0.38, 0.36, 0.64, 0.44, 0.38, 0.37, 0.39, 0.23, 0.52, 0.50, 0.37], "homo_lumo_gap_ha": 0.3514, "spin_multiplicity": 1, "energy_ev": -34505.1811, "smiles": "CCOC(=O)C1(C[C@H]2CCCCO2)CCN(C(=O)NCc2ccccc2)CC1"}


2.
{"formula": "C22H32N2O5", "method": "ωB97M-V/def2-TZVPD", "species": ["C", "H", "H", "H", "C", "C", "H", "H", "H", "C", "H", "H", "H", "C", "C", "H", "C", "C", "C", "O", "O", "C", "H", "C", "O", "N", "C", "C", "N", "C", "O", "C", "C", "C", "C", "O", "H", "H", "H", "C", "C", "H", "H", "H", "H", "H", "H", "H", "H", "H", "C", "C", "H", "H", "H", "H", "H", "H", "H", "H", "H"], "positions_angstrom": [[3.510, -2.491, -2.812], [3.766, -3.052, -3.675], [2.715, -1.681, -3.298], [4.362, -1.997, -2.480], [2.791, -3.226, -2.046], [1.533, -3.824, -2.470], [1.832, -4.354, -3.318], [0.707, -3.019, -2.803], [0.867, -4.569, -1.902], [3.600, -4.514, -1.520], [3.717, -5.289, -2.340], [4.461, -4.408, -1.121], [3.148, -5.126, -0.992], [2.443, -2.525, -0.511], [1.652, -3.211, 0.374], [2.233, -4.226, 0.817], [1.758, -2.275, 1.788], [1.124, -1.001, 1.606], [-0.608, -1.081, 1.281], [-0.952, -1.775, 0.502], [-1.150, -0.470, 2.112], [-2.509, -0.684, 2.365], [-2.947, -1.390, 1.620], [-3.167, 0.732, 2.078], [-3.878, 1.401, 2.666], [-3.449, 1.238, 0.646], [-3.827, 2.603, 0.296], [-3.293, 3.126, -0.710], [-1.667, 2.660, -0.616], [-0.711, 3.279, 0.092], [0.223, 2.612, 0.066], [-0.926, 4.496, 0.608], [0.074, 5.227, 1.354], [-0.386, 6.391, 1.872], [-1.754, 6.229, 1.685], [-2.250, 5.044, 1.101], [-2.746, 6.847, 1.854], [0.104, 7.100, 2.735], [1.132, 4.927, 1.305], [-1.681, 1.158, -1.015], [-2.798, 0.638, -0.418], [-2.453, -0.650, -0.147], [-3.601, 0.442, -1.299], [-1.526, 1.312, -2.245], [-0.759, 0.810, -0.810], [-3.218, 4.431, -0.624], [-3.471, 3.060, -1.712], [-4.947, 2.573, 0.065], [-4.054, 3.028, 1.232], [-2.804, -0.937, 3.281], [1.721, -0.307, 0.402], [1.760, -1.148, -0.874], [2.183, -0.461, -1.635], [0.877, -1.211, -1.121], [1.391, 0.811, 0.337], [2.805, -0.155, 1.002], [1.159, -0.390, 2.383], [1.108, -3.001, 2.572], [2.565, -2.294, 2.236], [0.724, -3.241, 0.434], [3.486, -2.191, -0.252]], "mulliken_charge": [-1.97, 0.55, 0.25, 0.32, 2.26, -1.73, 0.62, 0.19, 0.25, -2.72, 0.42, 0.75, 0.87, 0.20, -1.25, -0.01, -1.94, 0.14, 0.24, -0.48, -0.27, -1.04, 0.40, 0.79, -0.52, 0.14, -0.64, -0.77, -0.14, 1.12, -0.66, -0.13, -0.50, -0.57, -0.09, -0.19, 0.32, 0.27, 0.41, -0.41, 0.19, 0.20, 0.09, 0.16, -0.24, 0.26, 0.41, 0.14, 0.59, 0.51, -0.66, -2.12, 0.50, 1.27, 0.17, 0.37, 1.04, 0.24, 0.81, 1.11, 0.47], "homo_lumo_gap_ha": 0.3099, "spin_multiplicity": 1, "energy_ev": -36529.1583}


3.
{"formula": "C22H32N4O4PSTi", "method": "ωB97M-V/def2-TZVPD", "species": ["Ti", "C", "C", "N", "C", "C", "S", "C", "C", "N", "H", "H", "H", "H", "H", "H", "H", "H", "H", "H", "H", "H", "H", "H", "C", "O", "C", "O", "N", "N", "H", "H", "H", "H", "H", "H", "O", "C", "O", "C", "P", "C", "C", "C", "C", "C", "C", "C", "C", "C", "C", "C", "C", "H", "H", "H", "H", "H", "H", "H", "H", "H", "H", "H", "H"], "positions_angstrom": [[0.169, -0.140, -0.114], [2.648, -1.346, -1.407], [2.239, -0.378, -2.495], [0.838, 0.072, -2.255], [0.557, 1.419, -2.812], [1.310, 2.501, -2.050], [1.415, 2.149, -0.261], [3.142, 1.569, -0.052], [3.236, 0.167, 0.523], [2.266, -0.808, -0.068], [3.720, -1.551, -1.443], [2.133, -2.301, -1.526], [2.326, -0.841, -3.479], [2.882, 0.497, -2.509], [0.227, -0.582, -2.739], [-0.519, 1.582, -2.734], [0.818, 1.459, -3.873], [0.803, 3.459, -2.155], [2.329, 2.648, -2.404], [3.624, 2.265, 0.633], [3.634, 1.673, -1.016], [3.034, 0.194, 1.593], [4.252, -0.215, 0.390], [2.260, -1.599, 0.575], [-4.182, 0.979, -0.973], [-3.752, -0.370, -1.357], [-2.523, -0.713, -1.289], [-1.601, 0.062, -0.849], [-2.229, -1.934, -1.719], [-0.941, -2.434, -1.475], [-5.243, 0.985, -1.190], [-3.651, 1.706, -1.582], [-3.993, 1.115, 0.088], [-2.997, -2.559, -1.946], [-0.660, -2.987, -2.281], [-0.987, -3.050, -0.661], [-2.203, -2.254, 1.373], [-1.378, -1.489, 1.743], [-0.119, -1.461, 1.116], [-1.480, -0.384, 2.760], [-0.480, 0.999, 2.085], [1.022, 1.128, 3.055], [1.675, 2.366, 3.120], [2.869, 2.478, 3.816], [3.416, 1.366, 4.446], [2.767, 0.137, 4.392], [1.576, 0.013, 3.693], [-1.385, 2.532, 2.120], [-1.684, 3.101, 3.363], [-2.423, 4.270, 3.420], [-2.855, 4.876, 2.245], [-2.553, 4.317, 1.009], [-1.821, 3.143, 0.944], [-1.088, -0.722, 3.722], [-2.521, -0.094, 2.902], [1.233, 3.247, 2.672], [3.360, 3.439, 3.892], [4.341, 1.461, 4.999], [3.183, -0.718, 4.907], [1.089, -0.954, 3.664], [-1.339, 2.640, 4.281], [-2.661, 4.713, 4.377], [-3.427, 5.793, 2.295], [-2.886, 4.805, 0.103], [-1.590, 2.710, -0.024]], "mulliken_charge": [-0.50, -0.90, -0.67, -0.31, -0.61, -0.94, 0.25, -1.03, -0.42, 0.05, 0.43, 0.40, 0.48, 0.24, 0.35, 0.24, 0.49, 0.57, 0.51, 0.66, 0.56, -0.06, 0.50, 0.43, -0.61, -0.46, 0.65, 0.14, -0.10, -0.39, 0.34, 0.28, 0.28, 0.30, 0.34, 0.29, -0.48, 0.46, -0.35, -1.07, 2.36, 0.87, -0.73, -0.77, -0.56, -0.87, -0.60, 0.45, -0.45, -0.82, -0.59, -1.03, -0.06, 0.52, 0.51, 0.44, 0.51, 0.47, 0.48, 0.29, 0.51, 0.47, 0.45, 0.50, 0.33], "homo_lumo_gap_ha": 0.2604, "spin_multiplicity": 1, "energy_ev": -80701.0459, "charge": 3}


Number 2 is which compound?
C22H32N2O5